# 1
The following is a quantum chemistry calculation of a cluster of 6 separate species, CH16N2O5 in total at a distorted geometry, from OMol25.

Each line ends with the Löwdin spin population.
Cartesian coordinates (Å):
N1 -0.7492 0.8494 1.6342  0.6676
C1 0.6436 1.0457 1.3363  0.1054
N2 1.2016 -0.1791 0.6624  0.0133
H1 -1.2449 0.7882 0.6950  0.0181
H2 -1.1549 1.6201 2.1820  0.0136
H3 0.7282 1.9121 0.6542  0.0639
H4 1.2577 1.2201 2.2195  0.0119
H5 1.5704 -0.7294 1.4363  0.0031
H6 0.3794 -0.7102 0.3748  0.0003
H7 1.2180 1.1035 -2.2425  0.0000
H8 0.3582 1.7963 -3.2760  0.0000
O1 0.4519 0.9491 -2.8252  0.0001
H9 -0.7128 -2.4263 2.7031  0.0007
H10 -1.0037 -0.9249 2.3507  0.0114
O2 -1.2409 -1.8378 2.1492  0.0501
H11 -2.1603 -2.8619 -0.8211  0.0000
H12 -1.1814 -2.4083 0.2277  0.0000
O3 -1.5523 -2.1364 -0.6314  0.0006
H13 2.4877 0.7096 -0.4604  0.0001
H14 3.4880 0.7341 -1.5752  0.0001
O4 2.9590 1.3365 -1.0366  0.0011
H15 -1.7108 -0.5508 -1.0283  0.0010
H16 -1.0448 0.7238 -1.5794  0.0004
O5 -1.6785 0.4144 -0.8964  0.0371

Calculated values
- LUMO energy (alpha / beta): -3.4 / -9.2 eV
- Net charge: +1
- HOMO-LUMO gap (alpha / beta): 0.4206 / 0.2079 Ha
- Expectation value of S²: 0.754
- Spin multiplicity: 2

# 2
The following is a quantum chemistry calculation of a cluster of 2 separate species, C3H4O2S in total at a distorted geometry, from OMol25.

Each line ends with the Mulliken charge.
Cartesian coordinates (Å):
O1 4.3531 -0.3252 0.9206  -0.2432
C1 3.4555 -0.1071 0.2751  0.7279
C2 2.3832 0.0941 -0.4571  -0.6828
C3 1.3358 1.0582 -0.2118  0.0795
O2 0.2142 0.9254 -0.6475  -0.5572
H1 2.2211 -0.5608 -1.3173  0.3078
H2 1.5808 1.9513 0.4072  0.3404
S1 -2.3708 -0.1165 0.9469  -0.2935
H3 -3.3326 0.4832 0.3029  0.1283
H4 -1.3354 0.4268 0.3340  0.1928

Calculated values
- LUMO energy: 0.1 eV
- Net charge: 0
- HOMO-LUMO gap: 0.3408 Ha

# 3
The following is a quantum chemistry calculation of a structure of composition C6H14B2LaO3S at a distorted geometry, from OMol25.

Each line ends with the Mulliken charge.
Cartesian coordinates (Å):
O1 3.6273 -0.8313 0.5456  -0.4851
C1 2.7683 -1.2577 -0.3068  0.2926
C2 1.8800 -0.3824 -1.2094  -0.3802
B1 0.3885 -0.0307 -0.5606  0.3894
C3 -0.4221 -1.2218 0.1923  -0.1996
C4 -1.6876 -0.7562 1.0254  -0.5622
C5 -2.9664 -0.4358 0.1709  -0.7213
S1 -3.1933 -1.5181 -1.2972  -0.0662
C6 -0.0903 1.4744 -0.7135  -0.4744
B2 0.5965 2.4545 0.3882  0.5418
O2 1.9998 2.7612 0.2304  -0.4904
O3 -0.0954 2.9870 1.5029  -0.4837
H1 2.6997 -2.4220 -0.4374  0.1081
H2 1.6791 -0.9134 -2.1883  0.4259
H3 2.4158 0.5942 -1.3876  0.4593
H4 0.3251 -1.6606 0.9593  -0.7444
H5 -0.6165 -2.0450 -0.5478  0.6521
H6 -1.8929 -1.5167 1.8223  0.4460
H7 -1.4035 0.2005 1.5488  0.2385
H8 -3.0594 0.6405 -0.1354  0.3797
H9 -3.8581 -0.6170 0.8439  0.4241
H10 -3.6915 -0.6431 -2.2513  0.2698
H11 -1.2040 1.5603 -0.7531  0.1441
H12 0.2945 1.8271 -1.7204  0.2578
H13 2.4529 2.0859 0.7595  0.2825
H14 0.3992 2.6793 2.2818  0.3248
La1 2.6545 -3.0129 1.2378  1.9712

Calculated values
- LUMO energy: -15.5 eV
- Net charge: +3
- HOMO-LUMO gap: 0.0891 Ha

# 4
The following is a quantum chemistry calculation of a cluster of 13 separate species, C7H37NO12 in total at a distorted geometry, from OMol25.

Each line ends with the Mulliken charge.
Cartesian coordinates (Å):
C1 2.1986 0.7614 -1.0497  0.0834
C2 1.4876 2.0817 -0.6985  -0.7711
C3 0.8862 2.1769 0.6669  0.6162
C4 1.1862 3.1840 1.4935  -1.3364
C5 -2.1761 0.3118 2.1298  -0.4891
C6 -1.2259 1.3701 1.6814  -0.8656
C7 -0.0743 1.1217 1.0609  0.2550
N1 3.3592 0.4542 -0.1880  -0.4865
H1 1.4951 -0.0646 -0.9799  -0.3928
H2 2.5122 0.8290 -2.0990  0.4677
H3 0.7153 2.2943 -1.4453  0.0985
H4 2.2292 2.8752 -0.8688  0.4246
H5 1.8833 3.9732 1.2566  0.3588
H6 0.7247 3.2580 2.4721  0.2970
H7 -1.8928 -0.6903 1.8347  -0.3679
H8 -3.1731 0.5480 1.7319  0.6773
H9 -2.2850 0.2942 3.2258  0.3844
H10 -1.5500 2.3813 1.8875  0.6137
H11 0.2285 0.1136 0.7972  0.3257
H12 3.6879 -0.4961 -0.3331  0.1905
H13 4.1083 1.1149 -0.3477  0.2259
H14 -3.2637 2.0803 0.6402  0.3472
H15 -4.3644 3.0750 1.1206  0.2929
O1 -3.6412 2.5215 1.4290  -0.6407
H16 0.0560 -1.9782 -1.8397  0.2584
H17 -1.3702 -1.5305 -2.2587  0.5241
O2 -0.4352 -1.6234 -2.6003  -0.7639
H18 -2.9189 -0.2928 -1.3847  0.3361
H19 -3.1054 -1.6658 -0.7940  0.4729
O3 -2.9132 -1.2333 -1.6577  -0.8571
H20 3.2514 -2.4963 0.8164  0.4888
H21 4.8147 -2.6404 0.5204  0.2813
O4 3.9406 -2.5723 0.1282  -0.6865
H22 -0.0015 -0.2168 -3.2737  0.4644
H23 0.1808 0.4250 -4.6771  0.2926
O5 0.2218 0.6424 -3.7429  -0.7341
H24 -1.6498 1.0803 -0.2868  0.3794
H25 -2.2140 1.8661 -1.5174  0.4013
O6 -2.4719 1.3361 -0.7227  -0.8896
H26 -2.3293 -2.5856 1.1111  0.4885
H27 -3.5680 -1.7790 1.5131  0.3702
O7 -3.2327 -2.3503 0.8136  -0.7466
H28 -0.4220 -3.5048 0.6278  0.3299
H29 0.1197 -2.5608 1.6586  0.3432
O8 -0.6963 -3.0449 1.4332  -0.7354
H30 1.9820 -2.7217 2.6927  0.2283
H31 2.1976 -1.2217 2.2023  0.4838
O9 1.8814 -2.1547 1.9165  -0.8520
H32 -2.0516 2.6855 -3.6190  0.2722
H33 -0.8060 1.8626 -3.2026  0.4148
O10 -1.4450 2.5526 -2.8859  -0.7226
H34 2.2069 0.7290 2.8645  0.3348
H35 3.0896 0.4416 1.5830  0.4631
O11 2.8475 0.1066 2.5082  -0.8017
H36 1.8706 -3.2697 -1.1364  0.2841
H37 1.5041 -2.4624 0.1497  0.2693
O12 1.1418 -2.8581 -0.6576  -0.7008

Calculated values
- LUMO energy: 0.1 eV
- Net charge: 0
- HOMO-LUMO gap: 0.3367 Ha

# 5
The following is a quantum chemistry calculation of a cluster of 2 separate species, C11H12NO2 in total at a distorted geometry, from OMol25.

Each line ends with the Mulliken charge.
Cartesian coordinates (Å):
C1 1.9839 -3.6568 -0.0347  -1.1206
C2 2.7647 -2.4772 0.4387  0.5653
O1 4.0339 -2.6760 0.3791  -0.7592
O2 2.2235 -1.4496 0.8839  -0.6647
H1 2.0090 -3.7482 -1.0223  0.2639
H2 1.0680 -3.8203 0.5599  0.3158
H3 2.2438 -4.5413 0.3851  0.4358
C3 1.0036 2.2415 1.1746  -1.5545
C4 0.7837 0.4419 -0.4845  -0.9703
C5 0.2759 1.5621 0.2483  1.0053
C6 -1.4018 0.4466 -0.7727  0.0624
C7 -1.1104 1.6214 0.1022  0.3425
C8 -2.6643 0.1462 -1.2331  -0.5841
C9 -2.1095 2.5029 0.5090  -0.6904
C10 -3.6539 0.9605 -0.6485  -0.5803
C11 -3.4051 2.0192 0.2275  -0.3701
N1 -0.3338 -0.2131 -1.2656  -0.1412
H4 1.8331 0.3345 -0.6555  0.5275
H5 -0.2070 -1.1518 -1.6874  0.3198
H6 1.8384 1.6587 1.3541  0.4940
H7 0.4488 2.2648 2.1127  0.3729
H8 -2.6697 -0.7473 -1.7982  0.3772
H9 -1.9715 3.2744 1.2325  0.3879
H10 -4.6039 0.6821 -0.7565  0.4762
H11 -4.0748 2.3209 1.0436  0.2235
H12 1.5620 3.1188 0.8264  0.2655

Calculated values
- LUMO energy: 3.3 eV
- Net charge: -1
- HOMO-LUMO gap: 0.2652 Ha

# 6
The following is a quantum chemistry calculation of a cluster of 2 separate species, C3H5ClN2O2 in total at a distorted geometry, from OMol25.

Each line ends with the Mulliken charge.
Cartesian coordinates (Å):
C1 0.5502 0.1814 0.2675  1.2423
C2 1.6115 -0.7418 -0.1725  -1.1897
C3 -0.6016 0.2710 -0.5711  -1.0755
N1 0.7748 0.8414 1.3591  -0.6204
N2 -1.7127 1.0329 -0.2678  0.8934
O1 -2.3789 1.4055 -1.2764  -0.5200
O2 -1.8983 1.4075 0.8776  -0.5714
Cl1 -1.7177 -2.6863 0.4523  -0.0179
H1 1.3140 -1.7061 -0.0094  0.2899
H2 2.4177 -0.7386 0.4905  0.4278
H3 2.0981 -0.6550 -1.2445  0.2787
H4 -0.5909 -0.1866 -1.4790  0.5794
H5 0.1338 1.5747 1.5738  0.2835

Calculated values
- LUMO energy (alpha / beta): -2.9 / -4.3 eV
- Net charge: 0
- HOMO-LUMO gap (alpha / beta): 0.2841 / 0.2227 Ha